[1]
A 5-piece molecular cluster, C20H51ClN3O12 overall, computed with ωB97M-V/def2-TZVPD.

Structure (ORCA input):
```
! wB97M-V def2-TZVPD RIJCOSX def2/J DEFGRID3
* xyz -1 1
Cl -0.773 -0.217 1.881
O -1.441 -1.373 2.245
O -0.904 0.729 2.985
O 0.614 -0.607 1.608
O -1.462 0.147 0.651
C -0.511 -4.571 5.181
O 0.468 -5.050 4.383
C 0.149 -6.311 3.760
C 1.098 -6.600 2.628
N 0.780 -5.724 1.428
C -0.204 -6.303 0.553
C -0.538 -5.566 -0.728
O 0.395 -5.790 -1.839
C -0.084 -5.580 -3.157
H -1.381 -4.184 4.651
H -0.166 -3.723 5.772
H -0.900 -5.139 6.026
H -0.868 -6.331 3.369
H 0.203 -7.071 4.539
H 1.131 -7.686 2.530
H 2.054 -6.104 2.794
H 0.260 -4.913 1.730
H -1.108 -6.371 1.159
H 0.095 -7.334 0.365
H -0.691 -4.511 -0.501
H -1.554 -5.860 -0.989
H -0.984 -6.178 -3.301
H 0.563 -6.158 -3.816
H -0.339 -4.547 -3.395
C 4.918 3.340 4.102
O 6.111 3.434 4.825
C 7.222 2.589 4.517
C 8.486 3.401 4.558
N 9.535 2.669 3.912
C 9.465 2.524 2.499
C 10.688 1.736 1.958
O 11.925 2.309 2.519
C 13.012 1.326 2.332
H 4.054 3.729 4.642
H 4.555 2.320 3.974
H 5.018 3.895 3.170
H 7.117 2.207 3.501
H 7.190 1.843 5.312
H 8.698 3.344 5.625
H 8.290 4.409 4.191
H 10.493 2.945 4.071
H 9.360 3.446 1.928
H 8.646 1.863 2.213
H 10.814 1.720 0.876
H 10.460 0.737 2.330
H 13.374 1.348 1.304
H 12.806 0.283 2.574
H 13.879 1.545 2.955
C -6.989 4.914 -10.132
O -6.804 4.088 -9.068
C -7.117 4.487 -7.766
C -7.000 3.240 -6.886
N -5.640 3.006 -6.339
C -5.479 1.622 -5.905
C -4.074 1.338 -5.475
O -4.010 -0.047 -5.113
C -4.704 -0.501 -3.998
H -6.892 4.123 -10.874
H -6.205 5.626 -10.391
H -7.972 5.366 -10.259
H -8.186 4.692 -7.826
H -6.569 5.314 -7.316
H -7.422 2.391 -7.423
H -7.544 3.385 -5.953
H -4.890 3.203 -6.986
H -5.882 0.906 -6.621
H -6.121 1.685 -5.026
H -3.681 2.051 -4.750
H -3.554 1.551 -6.409
H -5.405 -1.226 -4.412
H -5.238 0.269 -3.442
H -4.146 -1.011 -3.212
C -6.901 1.223 4.231
C -6.924 2.395 3.211
O -5.911 3.403 3.364
O -7.328 1.641 5.507
H -5.875 0.899 4.402
H -7.452 0.317 3.978
H -7.954 2.751 3.194
H -6.812 1.984 2.208
H -5.074 3.035 3.655
H -8.262 1.848 5.430
*
```

Its total energy is -2319.4518 a.u. As for the gap between HOMO and LUMO: 7.61 eV. The lowest unoccupied orbital energy is 2.1 eV. The calculation puts the molecular weight at 561.09 g/mol. The largest force on an atom is 0.0974 hartree/bohr. The energy above the lowest of the compared OMol25 structures with the same formula, charge and spin is 4.846 eV. The calculation puts the HOMO energy at -5.52 eV.

[2]
A 5-piece molecular cluster, C20H51FNO4PS overall, computed with ωB97M-V/def2-TZVPD.

Structure (ORCA input):
```
! wB97M-V def2-TZVPD RIJCOSX def2/J DEFGRID3
* xyz 0 1
C 0.114 5.695 3.290
C -0.155 5.519 1.786
N -1.343 4.680 1.578
P -1.593 4.304 -0.114
C -3.439 4.226 -0.230
C -4.242 2.994 0.227
C -4.509 2.892 1.722
S -3.244 1.961 2.623
C -0.974 2.558 -0.374
F -0.722 2.526 -1.766
C 0.328 2.244 0.325
C 0.215 1.908 1.800
H -0.767 5.400 3.843
H 0.373 6.720 3.516
H 0.958 5.095 3.598
H 0.704 5.039 1.336
H -0.264 6.498 1.328
H -2.158 5.212 1.871
H -3.822 5.085 0.311
H -3.696 4.386 -1.269
H -3.832 2.056 -0.131
H -5.224 3.088 -0.232
H -4.686 3.881 2.127
H -5.433 2.341 1.850
H -2.592 2.947 3.244
H -1.725 1.792 -0.197
H 0.720 1.365 -0.175
H 1.023 3.064 0.170
H 1.217 1.771 2.191
H -0.249 2.695 2.380
H -0.345 0.995 1.961
C 0.851 -0.578 -2.855
C 2.044 -1.121 -2.084
C 2.751 -2.224 -2.853
O 1.627 -1.607 -0.808
H 0.117 -1.369 -3.031
H 0.356 0.210 -2.287
H 1.154 -0.168 -3.820
H 2.743 -0.308 -1.879
H 2.069 -3.062 -3.019
H 3.601 -2.604 -2.284
H 3.109 -1.870 -3.822
H 1.012 -2.335 -0.964
C 0.316 -5.988 -5.048
C 1.291 -5.790 -3.898
C 1.885 -7.108 -3.430
O 0.641 -5.127 -2.810
H -0.521 -6.618 -4.735
H -0.097 -5.031 -5.369
H 0.803 -6.461 -5.902
H 2.095 -5.125 -4.213
H 1.103 -7.778 -3.062
H 2.579 -6.939 -2.608
H 2.419 -7.608 -4.238
H -0.080 -5.691 -2.507
C -5.352 5.433 5.261
C -4.704 4.126 5.695
C -5.680 3.240 6.452
O -3.550 4.391 6.493
H -5.684 6.004 6.133
H -4.637 6.053 4.719
H -6.216 5.253 4.619
H -4.341 3.591 4.818
H -6.022 3.741 7.362
H -5.196 2.310 6.751
H -6.552 2.999 5.843
H -3.840 4.862 7.283
C 5.487 -5.491 -1.895
C 6.232 -6.371 -2.886
C 7.728 -6.093 -2.867
O 5.712 -6.176 -4.201
H 5.614 -4.436 -2.150
H 4.418 -5.705 -1.922
H 5.845 -5.643 -0.876
H 6.056 -7.421 -2.648
H 7.926 -5.055 -3.147
H 8.245 -6.730 -3.584
H 8.151 -6.268 -1.876
H 5.855 -5.252 -4.436
*
```

Its total energy is -1987.7076 a.u. As for the gap between HOMO and LUMO: 8.52 eV. The lowest unoccupied orbital energy is 0.7 eV. The calculation puts the molecular weight at 451.67 g/mol. The largest force on an atom is 0.0226 hartree/bohr. The calculation puts the HOMO energy at -7.86 eV. As for the SMILES: CCNP(CCCS)[C@@H](F)CC.CC(C)O.CC(C)O.CC(C)O.CC(C)O.

What is the HOMO energy in the second record? -7.86 eV

gap between HOMO and LUMO of number 2 (C20H51FNO4PS)? 8.52 eV

What is the HOMO energy in the first record? -5.52 eV

Number 1 is which compound? C20H51ClN3O12